(1)
284
Properties=species:S:1:pos:R:3 method="wB97M-V/def2-TZVPD" orbital_gap_ev=8.46 total_energy_ev=-145071.90041 fmax_ev_per_a=1.742 e_homo_ha=-0.295 charge=0 e_above_lowest_kcal_mol=0.0
C -4.0937 0.7923 -4.5560
O -3.6631 0.4808 -3.2297
C -3.8833 -0.8606 -2.7647
C -2.6635 -1.7355 -3.0122
N -2.8621 -3.1579 -2.7218
C -2.8634 -3.5719 -1.3345
C -2.5990 -5.0573 -1.2336
O -2.5878 -5.5646 0.0661
C -1.4239 -5.1774 0.7370
H -5.1584 0.5530 -4.6818
H -3.5112 0.2662 -5.3301
H -3.9470 1.8614 -4.7005
H -4.7511 -1.2902 -3.3026
H -4.1401 -0.8394 -1.6938
H -1.8448 -1.3667 -2.3787
H -2.3491 -1.6004 -4.0549
H -3.6082 -3.5627 -3.2742
H -3.8259 -3.3728 -0.8300
H -2.1140 -3.0198 -0.7545
H -1.6713 -5.3236 -1.7823
H -3.4299 -5.5710 -1.7341
H -1.3083 -4.0915 0.8054
H -0.5235 -5.6274 0.2828
H -1.5038 -5.5586 1.7499
C 3.9552 -3.5280 -4.1640
O 5.2496 -4.0024 -4.4375
C 5.5034 -4.3941 -5.7683
C 6.9951 -4.7153 -5.8876
N 7.2676 -5.9280 -5.0779
C 8.6538 -6.3828 -5.0903
C 9.6414 -5.3658 -4.5042
O 9.3608 -5.1405 -3.1155
C 10.3363 -4.3087 -2.5056
H 3.5794 -2.9416 -5.0200
H 3.9857 -2.8973 -3.2807
H 3.2274 -4.3378 -3.9875
H 5.2168 -3.5853 -6.4765
H 4.8961 -5.2824 -6.0240
H 7.5728 -3.8321 -5.5501
H 7.2750 -4.9074 -6.9295
H 7.0778 -5.6197 -4.1120
H 8.9644 -6.5844 -6.1271
H 8.7185 -7.3231 -4.5271
H 9.6458 -4.4007 -5.0421
H 10.6575 -5.7981 -4.6012
H 11.3427 -4.6912 -2.7547
H 10.2348 -4.3360 -1.4175
H 10.2841 -3.2529 -2.8407
C -1.5231 0.0016 8.3041
O -2.1244 -1.1664 7.8272
C -1.6060 -2.4617 8.2637
C -0.2062 -2.8032 7.6638
N 0.9371 -2.0402 8.2425
C 2.1996 -2.1824 7.4840
C 2.1620 -1.4303 6.1610
O 1.8436 -0.0131 6.2327
C 1.4494 0.4911 4.9587
H -0.5038 0.2039 7.9269
H -1.4698 -0.0134 9.4104
H -2.1527 0.8379 8.0039
H -2.3799 -3.1454 7.8891
H -1.5817 -2.5559 9.3662
H -0.2954 -2.6884 6.5659
H -0.0143 -3.8638 7.8798
H 0.7118 -1.0563 8.1309
H 2.3917 -3.2389 7.2498
H 3.0359 -1.7979 8.0797
H 1.4142 -1.8949 5.5018
H 3.1497 -1.5493 5.6780
H 0.7829 1.3464 5.0938
H 0.9185 -0.2720 4.3634
H 2.3292 0.8173 4.3767
C -4.5732 2.4928 8.9725
O -5.9111 2.3936 8.5501
C -6.4224 1.0485 8.5036
C -5.6747 0.1411 7.5231
N -5.6026 0.6796 6.1855
C -4.5115 0.1042 5.4307
C -4.3127 0.8802 4.1482
O -3.6811 2.1436 4.4398
C -2.2677 2.1521 4.6393
H -3.8863 2.2749 8.1386
H -4.3303 1.8496 9.8320
H -4.4281 3.5390 9.2530
H -7.4825 1.1091 8.2297
H -6.3941 0.6293 9.5273
H -6.0891 -0.8789 7.5219
H -4.6483 0.0414 7.9617
H -5.5491 1.6956 6.2259
H -4.7353 -0.9530 5.2125
H -3.5598 0.0967 6.0089
H -5.2830 1.1334 3.7000
H -3.7565 0.2709 3.4110
H -1.9359 1.4920 5.4567
H -1.9934 3.1814 4.8709
H -1.7298 1.8523 3.7272
C 0.5039 4.0110 2.6929
O -0.4452 4.1694 1.6444
C -0.8171 5.5195 1.2886
C -2.2071 5.5637 0.5289
N -2.3272 4.4865 -0.4931
C -3.5067 4.4964 -1.3698
C -4.8867 4.3109 -0.7264
O -5.2567 2.9630 -0.5466
C -4.3983 2.2434 0.3289
H 0.7255 2.9429 2.7848
H 0.1090 4.3571 3.6610
H 1.4429 4.5383 2.4667
H -0.0356 5.9430 0.6402
H -0.8941 6.1270 2.2027
H -2.2966 6.5325 0.0152
H -3.0360 5.5038 1.2582
H -2.1183 3.5943 -0.0787
H -3.3884 3.7066 -2.1205
H -3.5025 5.4444 -1.9274
H -5.6282 4.6983 -1.4325
H -4.9936 4.8875 0.2121
H -4.3919 2.7108 1.3283
H -3.3847 2.1448 -0.0461
H -4.8359 1.2489 0.4273
C -5.6809 -2.7989 -5.4012
O -5.0113 -3.7585 -4.6176
C -5.8858 -4.7471 -4.0863
C -6.8623 -4.2986 -2.9948
N -6.2269 -4.0622 -1.7195
C -7.1301 -3.5719 -0.6845
C -6.3374 -3.2274 0.5898
O -5.5093 -2.0518 0.4374
C -4.4461 -1.8779 1.3682
H -4.9042 -2.1637 -5.8209
H -6.4124 -2.1808 -4.8687
H -6.1942 -3.3035 -6.2406
H -5.2819 -5.5666 -3.6893
H -6.4868 -5.1516 -4.9246
H -7.5236 -5.1709 -2.8359
H -7.4940 -3.4459 -3.3237
H -5.4266 -3.4444 -1.8135
H -7.8396 -4.3698 -0.4200
H -7.7284 -2.7063 -1.0411
H -5.6692 -4.0944 0.7678
H -6.9779 -3.1116 1.4782
H -3.7276 -1.2152 0.8816
H -3.9224 -2.8273 1.6150
H -4.7479 -1.3992 2.3201
C 2.6424 0.4456 -3.2411
O 1.8731 1.3409 -2.4498
C 0.4433 1.4503 -2.6875
C -0.3203 1.5766 -1.3880
N -0.2668 0.3505 -0.6197
C -0.9991 0.4112 0.6331
C -0.8055 -0.9189 1.3953
O -1.5598 -0.9291 2.6012
C -1.3804 -2.1190 3.3410
H 3.6814 0.4196 -2.8782
H 2.6592 0.7805 -4.2801
H 2.2491 -0.5787 -3.2488
H 0.0715 0.5815 -3.2479
H 0.3149 2.3672 -3.2802
H -1.3611 1.8221 -1.6625
H 0.0691 2.4613 -0.8398
H 0.7242 0.2789 -0.3252
H -2.0597 0.5806 0.4281
H -0.6488 1.2578 1.2740
H 0.2843 -1.0291 1.6138
H -1.0965 -1.7889 0.7742
H -0.3075 -2.3016 3.5708
H -1.7305 -2.9810 2.7503
H -1.9455 -2.0501 4.2679
C 1.2334 -2.9529 -1.6295
O 2.4985 -3.4942 -1.2385
C 3.3754 -2.5581 -0.6080
C 3.1618 -2.5193 0.9059
N 4.0303 -1.5459 1.5762
C 4.0463 -1.6253 3.0461
C 5.0488 -0.6367 3.6291
O 6.3894 -0.9706 3.2444
C 7.3250 -0.0010 3.7193
H 0.5522 -2.8671 -0.7722
H 0.7950 -3.5991 -2.3876
H 1.3732 -1.9462 -2.0381
H 3.2696 -1.5490 -1.0421
H 4.3911 -2.9227 -0.8155
H 3.3639 -3.5455 1.2615
H 2.1048 -2.3039 1.1203
H 4.9834 -1.6964 1.2461
H 4.3465 -2.6336 3.4205
H 3.0267 -1.4352 3.4087
H 4.9529 -0.6346 4.7316
H 4.8090 0.3823 3.2678
H 8.2941 -0.2535 3.2967
H 7.4110 -0.0227 4.8159
H 7.0563 1.0150 3.4001
C -1.9018 11.8742 -3.0010
O -1.5302 10.6123 -2.4999
C -0.2005 10.2446 -2.7057
C -0.0470 8.7751 -2.3154
N -0.6209 7.7994 -3.2373
C -0.3447 6.4260 -2.8325
C -0.8824 5.4890 -3.9431
O -2.2466 5.7710 -4.1398
C -2.8772 4.7962 -4.9451
H -2.9854 11.9451 -2.9055
H -1.6153 12.0141 -4.0513
H -1.4599 12.6805 -2.3972
H 0.4951 10.8553 -2.1004
H 0.0503 10.3771 -3.7737
H -0.4117 8.6332 -1.2715
H 1.0373 8.5991 -2.3012
H -1.6170 7.9136 -3.3817
H -0.8853 6.1658 -1.8952
H 0.7348 6.2929 -2.6485
H -0.7325 4.4125 -3.7151
H -0.3511 5.7154 -4.8917
H -2.4260 4.7295 -5.9481
H -3.9147 5.1055 -5.0378
H -2.8212 3.8211 -4.4400
C 5.2141 8.1060 -5.4375
O 4.7339 6.8416 -4.9892
C 3.3309 6.6378 -5.2499
C 2.9433 5.2106 -4.8007
N 3.6866 4.2413 -5.6149
C 4.1633 3.1156 -4.8059
C 5.5698 3.3985 -4.2583
O 6.4126 3.2526 -5.3960
C 7.8153 3.1937 -5.0060
H 4.9361 8.3201 -6.4833
H 6.3007 8.1171 -5.3508
H 4.8048 8.9133 -4.8068
H 3.1451 6.7163 -6.3360
H 2.7165 7.3919 -4.7240
H 1.8610 5.0791 -4.9444
H 3.1442 5.0726 -3.7200
H 4.5387 4.7384 -5.8899
H 4.2518 2.2221 -5.4365
H 3.4647 2.8986 -3.9918
H 5.7728 2.6149 -3.4993
H 5.7252 4.3918 -3.7948
H 8.0867 4.1885 -4.6117
H 8.4228 3.0113 -5.8878
H 8.0016 2.4389 -4.2335
C -4.3299 -6.8943 2.2228
O -3.9291 -5.8790 3.1421
C -3.8401 -6.2531 4.4895
C -3.2326 -5.0231 5.1889
N -1.7942 -4.8378 4.8994
C -0.9012 -5.8283 5.4768
C 0.5197 -5.6112 4.8591
O 0.4133 -5.6120 3.3985
C 1.6689 -5.3248 2.7871
H -5.0604 -7.5797 2.6853
H -3.4654 -7.4646 1.8691
H -4.8000 -6.4025 1.3735
H -3.2052 -7.1533 4.6461
H -4.8501 -6.5166 4.8653
H -3.3898 -5.0906 6.2781
H -3.7583 -4.1127 4.8612
H -1.6868 -4.9831 3.8829
H -1.2197 -6.8641 5.2467
H -0.8811 -5.7063 6.5671
H 1.2200 -6.3898 5.1904
H 0.9021 -4.6246 5.2098
H 2.3889 -6.1298 3.0141
H 2.0699 -4.3733 3.1696
H 1.5630 -5.2533 1.7012
C 2.9794 1.7146 1.1949
C 2.7814 2.9958 0.3437
O 3.3179 2.9715 -0.9906
O 2.3827 0.5242 0.6551
H 2.5524 1.9508 2.1950
H 4.0539 1.5203 1.3312
H 3.2496 3.8296 0.8831
H 1.6981 3.1952 0.2895
H 2.7526 2.3434 -1.5126
H 2.9617 -0.2287 0.9576
C 1.9855 0.0855 -7.0165
C 0.6008 0.2411 -6.4581
O -0.1502 1.2174 -7.1683
O 2.5693 -0.9947 -6.3538
H 2.5965 1.0078 -6.8882
H 1.9159 -0.1032 -8.1018
H 0.6470 0.5087 -5.3981
H 0.0591 -0.7018 -6.5474
H 0.2774 2.0754 -7.0597
H 3.4791 -1.0600 -6.6610


(2)
28
Properties=species:S:1:pos:R:3 method="wB97M-V/def2-TZVPD" orbital_gap_ev=9.81 total_energy_ev=-12131.83138 fmax_ev_per_a=5.661 e_homo_ha=-0.337 charge=0 e_above_lowest_kcal_mol=119.6
C 1.5452 -1.1456 1.4064
C 0.1431 -1.2173 0.9439
C -1.1105 -1.0656 1.7939
C -2.3801 -0.7163 1.0089
C -3.5805 -0.6884 2.0511
C 2.8039 1.0444 -1.3889
C 2.5490 0.6887 -2.7781
C 1.4568 0.9818 -3.4545
C 0.5125 1.8689 -2.7926
C 0.8087 2.1759 -1.3464
H 1.8434 -0.4037 2.1495
H 2.2076 -1.9891 1.9107
H 2.2166 -0.4978 0.4333
H -0.0519 -1.9791 0.2395
H 0.0754 -0.2631 0.3119
H -1.2469 -1.9555 2.4119
H -1.0658 -0.2286 2.4334
H -2.3479 -1.4284 0.2589
H -2.3790 0.3598 0.6140
H -3.4659 0.0522 2.9410
H -4.5627 -0.4870 1.5171
H -3.7714 -1.5814 2.6286
H 3.8046 0.9784 -0.9503
H 3.1467 -0.1078 -3.2485
H 1.2780 0.7637 -4.4771
H -0.5149 2.2020 -3.3168
H 0.2003 2.9639 -0.6673
N 1.8855 1.6750 -0.6335